Record 1
An isolated molecule of C16H17FN4O5 at a distorted geometry. Source: the OMol25 dataset; level of theory: ωB97M-V with the def2-TZVPD basis set.

Its structure (SMILES) is CCOC(=O)c1nnn(CC(=O)Nc2cccc(F)c2)c1C(=O)OCC. The calculation puts the largest force on an atom at 1.37 eV/Å. The orbital gap comes out at 9.45 eV.

ORCA input file:
```
! RIJCOSX wB97M-V def2-TZVPD def2/J DEFGRID3
* xyz 0 1
F 3.3641 4.8350 -3.9755
O -2.7574 -2.8652 2.2103
O 0.8060 1.0850 0.7391
O -1.1437 -0.4850 -0.8742
O -2.0581 -2.3643 4.2925
O -0.5224 -2.1541 0.5038
N -1.8184 1.0677 1.3892
N -2.6081 0.4362 3.2556
N 0.5336 2.7245 -0.8300
N -2.3782 1.4550 2.5252
C -2.3113 -2.0455 3.1638
C 0.1182 1.8748 0.1446
C 1.8191 2.8664 -1.3709
C -1.4355 -4.8917 2.4528
C 4.1525 2.3181 -1.5159
C -1.0348 -1.0832 0.3255
C -2.8162 -4.2573 2.5323
C 3.2252 3.9453 -2.9732
C -0.5615 -1.1801 -1.9808
C 1.9765 3.7840 -2.4068
C 2.9148 2.1329 -0.9257
C -2.1877 -0.6724 2.6179
C 0.9281 -0.8955 -2.1014
C 4.3260 3.2248 -2.5471
C -1.6617 -0.2809 1.3858
C -1.3917 2.0246 0.4179
H 2.7947 1.4257 -0.1232
H -3.2381 -4.3726 3.5362
H 1.4329 -1.1850 -1.1833
H -0.1596 3.3372 -1.2380
H -1.5208 -5.9716 2.5337
H -3.4941 -4.6846 1.7906
H 1.3397 -1.4690 -2.9268
H 4.9953 1.7446 -1.1637
H 5.2845 3.3788 -3.0148
H -0.9676 -4.6315 1.5067
H 1.1084 0.1619 -2.2807
H -1.1086 -0.8258 -2.8573
H -0.8104 -4.5219 3.2613
H -1.6038 3.0120 0.8382
H -0.7297 -2.2531 -1.8450
H -1.9455 1.8870 -0.5163
H 1.1458 4.3688 -2.7723
*
```



Record 2
An isolated molecule of C16H17FN4OS at a distorted geometry. Source: the OMol25 dataset; level of theory: ωB97M-V with the def2-TZVPD basis set.

Its structure (SMILES) is O=C(Nc1nnc(CC2=CCCCC2)s1)Nc1ccccc1F. As for the energy above the lowest of the compared OMol25 structures with the same formula, charge and spin: 0.0 kJ/mol. The calculation puts the largest force on an atom at 1.71 eV/Å. The orbital gap comes out at 9.20 eV.

ORCA input file:
```
! RIJCOSX wB97M-V def2-TZVPD def2/J DEFGRID3
* xyz 0 1
S -1.1458 1.0963 0.1521
F 3.5824 -3.5414 2.6337
O 1.3178 0.4546 0.8431
N 2.0593 -1.5573 1.6603
N -2.4174 -1.0797 0.6421
N -3.3370 -0.2285 0.1957
N -0.1395 -1.2584 1.1182
C -2.7420 2.7911 -2.8379
C 4.0488 -0.1011 1.6051
C -2.8839 0.9335 -0.1027
C 3.4178 -1.3124 1.8677
C -1.2352 -0.5615 0.6844
C 5.4038 0.0419 1.8484
C -4.4289 1.1368 -4.3804
C -4.3764 0.9223 -2.8702
C 1.1195 -0.6886 1.1828
C -2.5267 2.7444 -4.3192
C -3.0313 1.4320 -4.9113
C 4.1956 -2.3546 2.3755
C -3.5684 1.9863 -2.1854
C 5.5441 -2.2218 2.6205
C 6.1535 -1.0066 2.3529
C -3.6966 2.0341 -0.6792
H -2.3592 0.6212 -4.6226
H -1.4628 2.8736 -4.5335
H -3.0407 1.4919 -6.0013
H -5.0825 1.9824 -4.6052
H -3.0517 3.5873 -4.7819
H 5.8767 0.9888 1.6392
H 7.2087 -0.8850 2.5393
H -4.7364 1.8882 -0.3823
H -3.3350 2.9903 -0.2997
H -5.3880 0.9117 -2.4575
H -2.1789 3.5439 -2.3020
H -3.9347 -0.0533 -2.6432
H 3.4693 0.7172 1.2127
H 1.7639 -2.4928 1.9061
H 6.0958 -3.0606 3.0138
H -0.3200 -2.2097 1.4047
H -4.8436 0.2515 -4.8659
*
```



Record 3
C16H17FN6NiO4S as an isolated structure. Source: the OMol25 dataset; level of theory: ωB97M-V with the def2-TZVPD basis set.

The calculation puts the largest force on an atom at 0.51 eV/Å. The orbital gap (spin up / spin down) comes out at 7.39 / 7.36 eV.

ORCA input file:
```
! RIJCOSX wB97M-V def2-TZVPD def2/J DEFGRID3
* xyz 0 1
Ni -0.4828 -0.0540 -0.2891
S 0.3709 -1.9216 0.5591
F 1.5258 4.8061 4.0444
O 0.6310 1.1873 0.7861
O 3.8814 0.4591 1.9867
O 1.3976 0.8976 -1.2589
O 2.7079 2.8718 5.6628
N -1.6141 -1.1965 -1.3183
N -0.3663 -4.2723 -0.4318
N -1.6499 1.3397 -1.0257
N 2.8545 2.4664 1.6508
N 3.3246 1.7148 3.8006
N -1.4923 -2.5386 -1.3284
C -0.5598 -2.9446 -0.4685
C 1.5178 1.3617 -0.1202
C 2.7184 2.7788 4.4585
C 0.5231 -4.9799 0.4694
C 0.8125 -6.3668 -0.0731
C -2.4269 3.5392 -1.4556
C 2.2063 3.5484 2.2054
C -2.5280 0.8430 -1.9159
C -3.4336 -1.3338 -2.9749
C 2.7355 2.1984 0.2294
C 2.1355 3.7369 3.5226
C -3.3868 1.6774 -2.6163
C 3.3839 1.4643 2.4402
C -1.5970 2.6461 -0.7982
C -3.3305 3.0419 -2.3796
C -2.4995 -0.6208 -2.0605
H -0.9944 -4.8063 -1.0127
H 1.4441 -4.4048 0.5635
H -4.0835 1.2618 -3.3296
H -0.1047 -6.9504 -0.1805
H 1.7642 4.2483 1.5105
H 1.4691 -6.9115 0.6040
H 3.6244 1.6843 -0.1246
H -0.8699 2.9590 -0.0602
H 0.0816 -5.0408 1.4690
H -3.9911 3.7112 -2.9148
H 2.6636 3.1520 -0.2954
H 1.2969 -6.3072 -1.0481
H -4.4712 -1.1543 -2.6837
H -3.3139 -0.9822 -4.0020
H -2.3606 4.5958 -1.2412
H -3.2368 -2.4004 -2.9418
H 3.7229 0.9955 4.3871
*
```



Record 4
C16H17ILiN2S as an isolated structure at a distorted geometry. Source: the OMol25 dataset; level of theory: ωB97M-V with the def2-TZVPD basis set.

The calculation puts the largest force on an atom at 4.79 eV/Å. The orbital gap comes out at 7.21 eV.

ORCA input file:
```
! RIJCOSX wB97M-V def2-TZVPD def2/J DEFGRID3
* xyz 1 1
I -1.4051 -5.9051 1.3394
S -1.3495 -0.4473 -1.7240
N -3.0106 0.7534 0.6517
N 2.8336 -1.2739 0.7502
C 3.3577 0.5333 -1.0507
C -1.4773 -2.9892 -0.1418
C -1.8269 1.5753 0.3000
C 1.2643 1.4476 -2.4984
C 0.6458 3.2873 -0.4727
C 0.3598 2.0047 -1.2863
C -2.7056 -2.9949 2.2855
C 2.0576 0.1596 -1.9425
C -0.8752 1.1609 -0.8856
C -1.5648 2.8752 1.1167
C -3.0982 -1.4631 2.1171
C -1.9027 -3.7832 1.1378
C -0.2944 3.6897 0.7028
C 3.0704 0.1803 0.4993
C -1.8654 -1.4812 -0.2556
C -2.6823 -0.6686 0.8467
Li -4.2050 -3.0237 0.5669
H -0.8788 -3.4447 -1.0062
H -2.2343 3.2419 1.9690
H 3.4378 -1.6330 1.5024
H 2.3318 -0.4682 -2.8717
H 3.5628 1.6635 -1.1368
H 4.0012 0.4995 1.0997
H -3.6601 -0.9432 2.9682
H 2.1404 0.7502 0.8865
H 0.5410 1.1200 -3.3377
H 1.9576 2.2942 -2.8148
H 1.5545 3.9141 -0.7705
H -2.9658 -3.6067 3.2220
H 1.4102 -0.5304 -1.2886
H 4.2295 -0.0742 -1.4931
H 2.9357 -1.8403 -0.1016
H -3.6167 0.7969 -0.1982
H -0.0734 4.6232 1.3147
*
```



Record 5
A 2-piece molecular cluster, C16H17N overall at a distorted geometry. Source: the OMol25 dataset; level of theory: ωB97M-V with the def2-TZVPD basis set.

Its structure (SMILES) is Cc1c[nH]c2ccccc12.Cc1ccccc1. As for the energy above the lowest of the compared OMol25 structures with the same formula, charge and spin: 299.2 kJ/mol. The calculation puts the largest force on an atom at 6.86 eV/Å. The orbital gap comes out at 8.68 eV.

ORCA input file:
```
! RIJCOSX wB97M-V def2-TZVPD def2/J DEFGRID3
* xyz 0 1
N -0.4131 -1.2895 -3.9460
C -0.7954 0.5490 -0.3829
C -0.6821 -0.8376 -0.4081
C 1.5809 0.3994 2.3915
C -1.7239 -3.7559 -1.5656
C 2.8505 0.9222 2.2555
C -0.2160 0.8876 -2.6405
C -0.3288 -0.4904 -2.7293
C -0.8155 0.6444 2.8813
C 0.5092 2.5572 2.4724
C -1.2142 -2.5179 -2.3171
C 2.9522 2.3534 2.1430
C 1.8726 3.1390 2.2032
C -1.0049 -2.5486 -3.6812
C -0.4411 1.4524 -1.4275
C -0.6434 -1.3404 -1.6707
C 0.4723 1.1916 2.6093
H -0.9430 -4.4058 -1.1775
H -2.3404 -4.3200 -2.2917
H -1.1114 0.3776 3.8570
H -0.9056 -1.4011 0.4968
H 0.0781 1.5692 -3.5168
H -0.5185 2.4916 -1.2526
H -0.3140 3.1349 2.5421
H 1.3694 -0.6829 2.6874
H -1.1520 -0.1188 2.2677
H -1.5611 1.3961 2.5639
H 2.0208 4.2274 2.4035
H 4.0229 2.8734 2.2828
H -0.9291 1.1406 0.5729
H 0.1553 -1.0670 -4.6972
H -1.2669 -3.2926 -4.4938
H -2.3428 -3.5080 -0.7411
H 3.7790 0.2695 2.3094
*
```



Record 6
A 2-piece molecular cluster, C16H17N overall at a distorted geometry. Source: the OMol25 dataset; level of theory: ωB97M-V with the def2-TZVPD basis set.

Its structure (SMILES) is Cc1c[nH]c2ccccc12.Cc1ccccc1. As for the energy above the lowest of the compared OMol25 structures with the same formula, charge and spin: 147.0 kJ/mol. The calculation puts the largest force on an atom at 3.03 eV/Å. The orbital gap comes out at 8.77 eV.

ORCA input file:
```
! RIJCOSX wB97M-V def2-TZVPD def2/J DEFGRID3
* xyz 0 1
N -0.3446 -1.6266 1.3150
C -1.2391 -2.3352 0.4525
C 2.0034 2.0453 -1.4213
C -0.6863 -0.3102 1.2466
C -0.7671 1.9764 1.9629
C 2.6445 -0.5140 -0.3727
C 2.8003 0.6350 0.3409
C -3.4502 -1.8279 -0.8147
C 2.5360 1.9031 -0.1502
C -2.2680 -1.5103 0.0722
C -2.0443 2.0709 1.3262
C -0.1373 0.7538 1.9662
C 1.7516 -1.5732 -2.5608
C -2.6026 1.0346 0.6520
C -1.9220 -0.2033 0.5788
C 2.1108 -0.4373 -1.6744
C 1.8287 0.8538 -2.1247
H -3.5487 1.1154 0.1568
H 1.7001 2.9529 -1.9307
H 1.8943 -2.5788 -2.1581
H -0.3146 2.8072 2.4915
H -3.4204 -2.8683 -1.1343
H 2.7293 2.7709 0.4730
H -3.4379 -1.3083 -1.7731
H 3.0186 -1.4829 -0.0646
H 0.5923 -1.9956 1.3618
H -2.5928 2.9601 1.6240
H -1.2945 -3.3899 0.7041
H 3.4994 0.7840 1.1798
H 0.8988 0.6024 2.2764
H 0.6562 -1.7242 -2.4703
H 2.0856 -1.3404 -3.5703
H -4.3116 -1.6283 -0.1945
H 1.3502 0.9131 -3.1038
*
```



Record 7
An isolated molecule of C16H17N3O6 at a distorted geometry. Source: the OMol25 dataset; level of theory: ωB97M-V with the def2-TZVPD basis set.

Its structure (SMILES) is COc1ccc(NC(=O)CCC(=O)NCc2ccco2)c([N+](=O)[O-])c1. As for the energy above the lowest of the compared OMol25 structures with the same formula, charge and spin: 0.0 kJ/mol. The calculation puts the largest force on an atom at 1.58 eV/Å. The orbital gap comes out at 7.62 eV.

ORCA input file:
```
! RIJCOSX wB97M-V def2-TZVPD def2/J DEFGRID3
* xyz 0 1
O 4.8283 -1.9105 0.8112
O 2.7027 2.5566 1.4196
O 0.6584 0.8145 -1.0706
O -3.2973 3.0911 0.6293
O -5.1760 2.1348 0.9898
O -4.7996 -2.5369 0.2212
N -4.0093 2.0926 0.6690
N 3.7258 1.3996 -0.2237
N -1.2427 1.7260 -0.1825
C -2.1083 0.6529 -0.0996
C 3.9777 -0.9177 0.4715
C -4.4171 -3.8601 -0.0780
C 0.0509 1.7631 -0.6247
C -1.7049 -0.6475 -0.4152
C 2.9705 -2.8465 0.0247
C -3.8815 -1.5504 0.0954
C 2.8184 -1.4376 -0.0220
C 4.4189 0.4972 0.6665
C 2.1357 3.1230 -0.8418
C 4.2066 -3.0733 0.5405
C -2.5590 -1.7244 -0.3226
C 0.6463 3.1525 -0.5048
C 2.8631 2.3308 0.2384
C -4.3059 -0.2684 0.4103
C -3.4477 0.8258 0.3200
H 1.9730 -0.8844 -0.3748
H -5.3229 -0.1130 0.7341
H -4.1111 -3.9630 -1.1236
H -2.1832 -2.7020 -0.5779
H -0.6907 -0.8019 -0.7415
H 3.7006 1.1454 -1.1983
H 4.1958 0.8383 1.6845
H 0.5230 3.5015 0.5230
H 4.7426 -3.9758 0.7567
H -5.3037 -4.4664 0.0981
H 2.2924 2.6791 -1.8243
H 2.2568 -3.5823 -0.2848
H -3.6096 -4.2022 0.5765
H 5.5020 0.5626 0.5078
H 2.5305 4.1402 -0.8389
H 0.1071 3.8308 -1.1696
H -1.6562 2.6061 0.1312
*
```



Record 8
An isolated molecule of C16H17N5O5S at a distorted geometry. Source: the OMol25 dataset; level of theory: ωB97M-V with the def2-TZVPD basis set.

Its structure (SMILES) is Nc1nc2c(sc(=O)n2[C@@H]2O[C@H](CO)C[C@H]2[C@@H](O)c2ccccn2)c(=O)[nH]1. As for the energy above the lowest of the compared OMol25 structures with the same formula, charge and spin: 0.0 kJ/mol. The calculation puts the largest force on an atom at 3.02 eV/Å. The orbital gap comes out at 8.89 eV.

ORCA input file:
```
! RIJCOSX wB97M-V def2-TZVPD def2/J DEFGRID3
* xyz 0 1
S -1.8627 1.8225 -2.1294
O 0.7051 2.3245 -2.1687
O 0.6979 -3.0509 0.8793
O 1.7305 -1.6273 -1.3085
O 2.5965 2.1009 -0.1116
O -4.5620 0.0573 -1.4749
N -0.6647 1.5052 1.3973
N 0.1348 0.1344 -1.7113
N -1.1222 -1.8312 -0.9437
N -3.4728 -1.7037 -0.7948
N -2.1826 -3.5826 -0.0421
C -1.8183 2.1518 1.5984
C 0.4404 3.5826 1.0123
C -0.7883 4.2681 1.2174
C -2.2119 0.1745 -1.6786
C -0.1549 1.4506 -2.0521
C -3.4705 -0.4678 -1.3589
C -1.0629 -0.5683 -1.4959
C -2.2615 -2.3398 -0.6240
C 1.5212 0.0017 0.3518
C 2.0397 -3.2586 0.4526
C -1.9202 3.5064 1.4797
C 2.6155 -2.0419 -0.2641
C 1.7618 1.4398 0.8435
C 2.7606 -0.8452 0.6825
C 0.4780 2.2000 1.0950
C 1.4237 -0.2590 -1.1672
H -2.8897 3.9690 1.5846
H 3.6125 -2.3333 -0.6118
H 3.6657 -0.2807 0.4446
H 2.7721 -1.1175 1.7494
H 2.2111 0.3575 -1.6482
H -2.6991 1.5833 1.7748
H 2.3126 1.3855 1.7817
H 0.6385 -0.4519 0.8281
H 2.0568 2.3803 -0.9188
H 0.2217 -2.4696 0.2022
H -0.8324 5.3592 1.2274
H -2.9097 -3.8355 0.6154
H 2.6624 -3.5386 1.3199
H -4.3652 -2.1854 -0.7743
H 2.0668 -4.1353 -0.2228
H -1.2423 -3.8812 0.1955
H 1.3677 4.0502 0.7682
*
```